Run A
The following is a quantum chemistry calculation of a 3-piece molecular cluster, C4H12N2S overall, from the OMol25 dataset.

Last columns: bonded neighbours and bond lengths (Å).
Element x y z (Å)
1 N -0.4459 -2.5371 -0.3967  H2 1.011, H15 1.019, H17 1.015
2 H -0.1336 -1.7193 -0.9023  N1 1.011
3 H 0.9275 2.1956 -0.3083  C14 1.105
4 C -0.0687 0.7415 1.0051  C8 1.322, H12 1.082, C14 1.495
5 C 1.1416 0.7929 -2.2831  H9 1.104, N10 1.406, H13 1.091, H18 1.101
6 H -0.7026 0.2912 2.9604  C8 1.084
7 H 1.1052 0.5053 2.7202  C8 1.075
8 C 0.1259 0.4529 2.2802  C4 1.322, H6 1.084, H7 1.075
9 H 1.5603 1.8142 -2.3114  C5 1.104
10 N 1.0958 0.2335 -0.9945  C5 1.406, C14 1.401
11 H -3.4633 -0.1935 1.5513  S19 1.342
12 H -1.0586 0.7532 0.5680  C4 1.082
13 H 1.7419 0.1851 -2.9622  C5 1.091
14 C 1.0096 1.1556 0.0563  H3 1.105, C4 1.495, N10 1.401, H16 1.112
15 H -1.0986 -2.2467 0.3302  N1 1.019
16 H 1.9978 1.2423 0.5597  C14 1.112
17 H -0.9856 -3.1306 -1.0192  N1 1.015
18 H 0.1365 0.8234 -2.7326  C5 1.101
19 S -2.8853 -1.3593 1.8790  H11 1.342

## Properties
Orbital gap ... 3.0 eV
HOMO ... -7.159 eV

Here are the Löwdin charges for atoms 1 to 4, given in e: 0.02, -0.05, 0.12, -0.17

=====

Run B
The following is a quantum chemistry calculation of a 2-piece molecular cluster, C4H12N2S overall, from the OMol25 dataset.

Last columns: bonded neighbours and bond lengths (Å).
Element x y z (Å)
1 C 0.2288 -1.9819 1.8648  C3 1.318, N11 1.426, H13 1.091
2 H -0.2927 3.0457 -0.8603  C4 1.090
3 C -0.5481 -1.4195 0.9601  C1 1.318, N12 1.432, H14 1.090
4 C -0.0892 2.0131 -1.1449  H2 1.090, C5 1.519, H6 1.086, S7 1.816
5 C -0.0131 1.8600 -2.6546  C4 1.519, H10 1.088, H16 1.091, H17 1.088
6 H -0.9055 1.4027 -0.7695  C4 1.086
7 S 1.4819 1.4862 -0.4018  C4 1.816, H18 1.338
8 H 1.6068 -3.4581 2.0600  N11 1.010
9 H 2.2575 -2.0335 1.5887  N11 1.011
10 H -0.9411 2.1777 -3.1256  C5 1.088
11 N 1.4461 -2.6305 1.5041  C1 1.426, H8 1.010, H9 1.011
12 N -1.7597 -0.7568 1.3379  C3 1.432, H15 1.013, H19 1.013
13 H -0.0938 -2.0744 2.9028  C1 1.091
14 H -0.2167 -1.4184 -0.0784  C3 1.090
15 H -2.4987 -0.9925 0.6860  N12 1.013
16 H 0.7929 2.4611 -3.0775  C5 1.091
17 H 0.1828 0.8251 -2.9275  C5 1.088
18 H 1.0214 1.2430 0.8309  S7 1.338
19 H -1.6595 0.2510 1.3048  N12 1.013

## Properties
Orbital gap ... 9.5 eV
HOMO ... -8.674 eV
Structure (SMILES) ... N/C=C/N.CCS

Here are the Löwdin charges for atoms 1 to 4, given in e: -0.22, 0.06, -0.25, -0.63

=====

Run C
The following is a quantum chemistry calculation of a 3-piece molecular cluster, C4H12N2S overall, from the OMol25 dataset.

Last columns: bonded neighbours and bond lengths (Å).
Element x y z (Å)
1 H 0.4059 1.4013 0.3920  C9 1.129
2 C 0.1466 -2.3230 2.5148  H5 1.063, H10 1.088, C12 1.368
3 C -0.0018 2.5613 -1.3965  C9 1.495, H13 1.150, H16 1.086, N18 1.472
4 H -1.1111 -0.8574 0.3627  no bonds
5 H 0.4829 -1.7085 3.3145  C2 1.063
6 S 0.4527 -0.1283 -1.5412  C9 1.806
7 H 0.5989 -0.9584 1.0078  C12 1.087
8 H -1.7344 1.4577 -1.5530  N18 1.000
9 C 0.7068 1.4476 -0.6955  H1 1.129, C3 1.495, S6 1.806, H11 1.105
10 H -0.1351 -3.3279 2.8237  C2 1.088
11 H 1.7901 1.6664 -0.6827  C9 1.105
12 C 0.1197 -1.9132 1.2102  C2 1.368, H7 1.087, N14 1.406
13 H 0.2034 3.5821 -0.9085  C3 1.150
14 N 0.0976 -2.7654 0.0916  C12 1.406, H15 1.023, H19 1.008
15 H 0.2433 -2.2650 -0.7891  N14 1.023
16 H 0.2945 2.6150 -2.4395  C3 1.086
17 H -1.7981 2.6780 -0.4637  N18 1.022
18 N -1.4652 2.4066 -1.3909  C3 1.472, H8 1.000, H17 1.022
19 H 0.7034 -3.5688 0.1433  N14 1.008

## Properties
Orbital gap ... 6.2 eV
HOMO ... -8.647 eV

Here are the Löwdin charges for atoms 1 to 4, given in e: 0.08, 0.04, -0.41, 0.28

=====

Run D
The following is a quantum chemistry calculation of a 2-piece molecular cluster, C4H12N2S overall, from the OMol25 dataset.

Last columns: bonded neighbours and bond lengths (Å).
Element x y z (Å)
1 C 1.9712 -1.4297 1.0914  H2 1.104, H11 1.119, C12 1.537, H16 1.097
2 H 1.8531 -1.6981 2.1562  C1 1.104
3 H -1.5397 2.1632 1.8129  N14 1.054
4 H -1.2363 0.1744 -2.0961  C8 1.133
5 H -1.1556 0.4770 2.0801  N14 1.043
6 H -1.7093 1.7609 -2.8449  C8 1.107
7 H 0.1380 0.3096 0.0867  C9 1.148
8 C -0.9701 1.2722 -2.1815  H4 1.133, H6 1.107, H10 1.083, N13 1.458
9 C -0.6623 1.1208 0.2266  H7 1.148, N13 1.331, N14 1.351
10 H 0.0417 1.4183 -2.5377  C8 1.083
11 H 1.8685 -0.3178 1.0141  C1 1.119
12 C 0.9150 -2.1516 0.2392  C1 1.537, H15 1.124, H18 1.065, S19 1.850
13 N -1.1062 1.7992 -0.8288  C8 1.458, C9 1.331, H17 1.026
14 N -0.9487 1.3380 1.5289  H3 1.054, H5 1.043, C9 1.351
15 H 1.1239 -1.9150 -0.8397  C12 1.124
16 H 2.9798 -1.7194 0.7722  C1 1.097
17 H -1.7860 2.5315 -0.5964  N13 1.026
18 H 1.1077 -3.1967 0.3074  C12 1.065
19 S -0.8845 -1.9369 0.6095  C12 1.850

## Properties
Orbital gap ... 6.5 eV
HOMO ... -6.324 eV

Here are the Löwdin charges for atoms 1 to 4, given in e: -0.21, 0.06, 0.13, 0.10

=====

Which one is most stable, and which one is least stable? run B is the most stable of them, while run A is the least stable.

=====

Run A
The following is a quantum chemistry calculation of a 2-piece molecular cluster, C4H14N2O overall, from the OMol25 dataset.

Last columns: bonded neighbours and bond lengths (Å).
Element x y z (Å)
1 H -1.7613 2.5112 1.3681  C21 1.113
2 H 1.0192 1.6657 0.9235  N5 0.969
3 C -0.2942 0.0480 0.5159  N5 1.435, H11 1.041, C14 1.547, C16 1.570
4 N -0.0464 -1.3904 -1.6124  H7 0.988, H10 0.981, C16 1.512
5 N 0.1362 1.2967 1.0760  H2 0.969, C3 1.435, C21 1.634
6 O 3.3901 -2.8922 0.1044  H13 0.922, H19 0.980
7 H -0.7174 -1.1657 -2.3017  N4 0.988
8 H -1.3429 2.7341 -0.2279  C21 1.145
9 H -2.2079 0.6568 -0.3047  C14 1.151
10 H 0.6758 -1.8254 -2.1141  N4 0.981
11 H 0.0640 -0.7414 1.0917  C3 1.041
12 H -2.0759 0.3563 1.5698  C14 1.095
13 H 2.6623 -3.2067 0.5744  O6 0.922
14 C -1.8398 -0.0044 0.5629  C3 1.547, H9 1.151, H12 1.095, H15 1.101
15 H -2.3270 -0.9365 0.2383  C14 1.101
16 C 0.3891 -0.1383 -0.8847  C3 1.570, N4 1.512, H18 1.069, H20 1.095
17 H -0.3196 3.3542 1.3382  C21 1.072
18 H 1.4194 -0.2763 -0.6369  C16 1.069
19 H 3.6931 -3.4487 -0.6435  O6 0.980
20 H 0.3028 0.8146 -1.4171  C16 1.095
21 C -0.8196 2.5882 0.7795  H1 1.113, N5 1.634, H8 1.145, H17 1.072

## Properties
Orbital gap ... 9.3 eV
HOMO ... -8.428 eV
Structure (SMILES) ... CN[C@@H](C)CN.O

Here are the Löwdin charges for atoms 1 to 4, given in e: 0.05, 0.05, -0.44, 0.02

=====

Run B
The following is a quantum chemistry calculation of a 2-piece molecular cluster, C4H14N2O overall, from the OMol25 dataset.

Last columns: bonded neighbours and bond lengths (Å).
Element x y z (Å)
1 H 0.0750 2.1336 2.2049  N13 1.017
2 H -0.3411 -0.5983 1.7174  C11 1.089
3 H -0.4540 1.7349 -1.6999  N8 1.000
4 H 2.1013 0.4845 -1.2375  C16 1.103
5 H 1.1456 -1.1254 -0.9200  C10 1.090
6 H -2.2483 -2.6955 0.2606  O20 0.947
7 H -0.0636 -1.9584 -0.0360  C10 1.086
8 N 0.1998 1.3774 -1.0329  H3 1.000, C16 1.432, C18 1.466
9 H -0.3095 -1.3871 -1.7513  C10 1.095
10 C 0.0688 -1.1511 -0.7510  H5 1.090, H7 1.086, H9 1.095, C18 1.563
11 C 0.0254 0.3379 1.2982  H2 1.089, N13 1.442, H17 1.103, C18 1.580
12 H -1.7548 -3.8941 1.1636  O20 0.959
13 N -0.6285 1.4425 1.9554  H1 1.017, C11 1.442, H19 1.014
14 H 2.2042 2.1404 -0.6585  C16 1.098
15 H 1.7991 1.8201 -2.3208  C16 1.107
16 C 1.6062 1.4689 -1.2887  H4 1.103, N8 1.432, H14 1.098, H15 1.107
17 H 1.1263 0.3071 1.3612  C11 1.103
18 C -0.3375 0.2686 -0.2384  N8 1.466, C10 1.563, C11 1.580, H21 1.092
19 H -1.2544 1.9587 1.3475  N13 1.014
20 O -1.5389 -3.0406 0.7838  H6 0.947, H12 0.959
21 H -1.4209 0.3760 -0.1579  C18 1.092

## Properties
Orbital gap ... 9.0 eV
HOMO ... -8.222 eV
Structure (SMILES) ... CN[C@@H](C)CN.O

Here are the Löwdin charges for atoms 1 to 4, given in e: 0.06, 0.09, 0.10, 0.07

=====

Run C
The following is a quantum chemistry calculation of a 2-piece molecular cluster, C4H14N2O overall, from the OMol25 dataset.

Last columns: bonded neighbours and bond lengths (Å).
Element x y z (Å)
1 C -0.9234 -0.2330 0.9577  C3 1.524, C4 1.518, H18 1.093, H21 1.093
2 N -1.5442 -0.3568 -1.4057  C4 1.431, H7 0.990, H15 1.002
3 C 0.2484 0.7126 0.7232  C1 1.524, H5 1.078, C12 1.533, N20 1.478
4 C -1.2685 -1.1181 -0.2263  C1 1.518, N2 1.431, H9 1.089, H16 1.104
5 H -0.0291 1.4285 -0.0328  C3 1.078
6 O 1.3644 -0.7028 -3.0286  H8 0.971, H13 0.959
7 H -1.9034 -0.7780 -2.2269  N2 0.990
8 H 1.0438 -0.5846 -2.1193  O6 0.971
9 H -2.1100 -1.7672 0.0089  C4 1.089
10 H 2.0783 -0.4034 0.7734  N20 1.009
11 H 1.9649 0.7096 -0.3576  N20 1.014
12 C 0.5981 1.4619 2.0146  C3 1.533, H14 1.085, H17 1.086, H19 1.102
13 H 1.1017 -1.6086 -3.2046  O6 0.959
14 H 0.5906 0.8348 2.9003  C12 1.085
15 H -1.0209 0.4758 -1.5976  N2 1.002
16 H -0.4350 -1.8292 -0.3633  C4 1.104
17 H 1.5030 2.0397 1.8504  C12 1.086
18 H -1.8142 0.3570 1.1861  C1 1.093
19 H -0.1861 2.2135 2.1976  C12 1.102
20 N 1.4149 0.0179 0.1398  C3 1.478, H10 1.009, H11 1.014
21 H -0.6734 -0.8697 1.8107  C1 1.093

## Properties
Orbital gap ... 9.7 eV
HOMO ... -8.666 eV
Structure (SMILES) ... C[C@@H](N)CCN.O

Here are the Löwdin charges for atoms 1 to 4, given in e: -0.18, 0.01, -0.46, -0.32

=====

Which one is most stable, and which one is least stable? run C is the most stable of them, while run A is the least stable.